Below is a 7-piece molecular cluster, C34H67N7O12P overall in a non-equilibrium geometry, with properties calculated with ωB97M-V/def2-TZVPD.

```
! wB97M-V def2-TZVPD RIJCOSX def2/J DEFGRID3
* xyz 1 1
C -4.90709 -2.50126 -0.25290
C -4.44755 -2.27720 -1.81078
O -4.00894 -3.36864 -2.49115
O -4.49382 -1.01576 -2.56827
C -3.45293 -0.06707 -2.13870
O -3.54443 0.39373 -0.86879
C -2.32158 0.38664 -3.23498
N -0.97704 -0.33036 -3.07957
C -0.95874 -1.64909 -3.87496
C -0.57348 -0.57771 -1.64259
O 0.82750 -1.00769 -1.45873
C 0.75717 -1.96299 -0.30388
C 0.62522 -3.57669 -0.69791
C 0.51785 -4.76779 0.46987
C 0.41593 -6.36767 0.08599
C 0.51618 -4.20547 2.03750
C 0.65961 -2.60290 2.42531
C 0.79555 -1.41763 1.25442
C 0.95695 0.16063 1.69389
C 1.56888 0.28043 3.24341
C -0.43805 1.02112 1.64864
P 0.22541 0.76002 -3.90053
O 1.72425 -0.07264 -4.20882
O -0.49288 1.15217 -5.47219
H -4.67389 -3.63880 0.01547
H -6.08015 -2.38127 -0.08767
H -4.29970 -1.86150 0.53106
H -2.08205 1.53811 -3.03659
H -2.72551 0.20145 -4.32284
H 0.11811 -2.15065 -3.88775
H -1.30262 -1.37805 -4.98241
H -1.74728 -2.37550 -3.35896
H -1.23801 -1.40266 -1.09262
H -0.77458 0.44652 -1.06345
H 0.59894 -3.86884 -1.84268
H -0.31499 -6.60077 -0.80999
H 0.13307 -7.00732 1.02448
H 1.49120 -6.73472 -0.27322
H 0.41510 -5.02213 2.89959
H 0.63899 -2.35425 3.59026
H 1.77814 0.67730 1.00797
H 2.51611 -0.43724 3.30311
H 1.88106 1.37342 3.52816
H 0.79226 -0.12821 4.05249
H -0.48686 1.74129 2.58395
H -0.40385 1.71837 0.69739
H -1.40225 0.31869 1.62584
H 2.42389 0.49802 -3.72971
H -1.22005 1.83276 -5.36374
C -5.47282 1.69479 -7.12198
C -4.31332 0.77279 -6.86564
O -3.29969 1.14409 -6.27865
N -4.40812 -0.51476 -7.30677
C -5.50268 -1.14066 -8.01010
H -5.24965 2.68425 -6.71292
H -5.64077 1.79579 -8.19755
H -6.37142 1.31258 -6.63023
H -3.58873 -1.07297 -7.09689
H -5.84930 -1.98747 -7.41248
H -5.12451 -1.50819 -8.96718
H -6.33272 -0.45503 -8.18562
C 1.03056 -2.02772 8.12943
C 0.93683 -0.81021 7.25243
O 1.63786 -0.66821 6.25330
N 0.03809 0.15801 7.59327
C -0.86848 0.18095 8.71669
H 1.78857 -2.70758 7.73022
H 1.32499 -1.73865 9.14186
H 0.07128 -2.55200 8.14662
H 0.03395 0.94527 6.95512
H -1.88704 0.25989 8.32850
H -0.64344 1.06674 9.31571
H -0.78439 -0.71072 9.33938
C -2.59301 4.45791 1.19883
C -1.86864 4.32502 2.50950
O -1.92345 3.30090 3.18629
N -1.13134 5.38703 2.94529
C -0.94076 6.66650 2.30411
H -3.13556 3.53239 0.98623
H -3.31510 5.27713 1.25099
H -1.87717 4.63181 0.39092
H -0.67402 5.22116 3.83433
H 0.12983 6.80314 2.13221
H -1.29649 7.44328 2.98539
H -1.47421 6.74182 1.35563
C 4.41340 5.48538 2.67646
C 3.09987 5.88666 2.06502
O 2.14452 6.24968 2.74721
N 2.98392 5.83966 0.70644
C 3.97869 5.44520 -0.26274
H 4.35181 5.57475 3.76475
H 4.64042 4.44524 2.42783
H 5.20955 6.14476 2.32044
H 2.07099 6.12416 0.37081
H 4.14568 6.28747 -0.93881
H 3.58110 4.60164 -0.83231
H 4.92320 5.15829 0.20146
C 5.08676 -5.30783 7.14797
C 3.81136 -5.17002 7.93193
O 3.33798 -4.07425 8.22361
N 3.17294 -6.31037 8.32360
C 3.56161 -7.68003 8.08394
H 5.47718 -4.31463 6.90866
H 5.83572 -5.83945 7.74102
H 4.89552 -5.83848 6.21137
H 2.32254 -6.13567 8.84641
H 2.75388 -8.17022 7.53470
H 3.68648 -8.17120 9.05205
H 4.48852 -7.75744 7.51410
C 0.87479 2.70341 -8.29117
C 2.25183 2.67647 -8.89390
O 2.97465 3.66984 -8.91851
N 2.69603 1.50140 -9.42612
C 2.00732 0.23438 -9.49561
H 0.66311 3.70618 -7.90932
H 0.12804 2.45875 -9.05129
H 0.81628 1.99742 -7.45839
H 3.63098 1.56298 -9.81226
H 2.61034 -0.50839 -8.96739
H 1.92769 -0.05079 -10.54748
H 1.01114 0.27580 -9.05315
*
```

The calculation puts the electronic energy at -2962.5538 hartree.


Below is one molecule with the formula CH3NO2 in a non-equilibrium geometry, with properties calculated with ωB97M-V/def2-TZVPD.

```
! wB97M-V def2-TZVPD RIJCOSX def2/J DEFGRID3
* xyz 0 1
C -0.15815 -0.70569 -0.31493
H 0.65707 1.10818 -0.54626
H -0.79147 0.18383 1.39979
H -0.26547 -1.94363 -0.33559
N 0.15525 0.04842 0.80810
O 0.26682 1.39377 0.34127
O 0.13595 -0.08489 -1.35236
*
```

For the energy above the lowest of the compared OMol25 structures with the same formula, charge and spin, the calculation gives 388.3 kJ/mol. Its SMILES is O=CNO. The calculation puts the electronic energy at -245.0312 hartree.


Below is C38H24F2HfN2O4P as an isolated structure in a non-equilibrium geometry, with properties calculated with ωB97M-V/def2-TZVPD.

```
! wB97M-V def2-TZVPD RIJCOSX def2/J DEFGRID3
* xyz 1 1
Hf -0.17974 -0.06610 -0.36673
F 0.77196 -2.06332 -5.53653
C 1.28206 -1.35945 -4.51575
C 0.50687 -1.15040 -3.39573
C 0.99007 -0.42832 -2.30256
C 2.30244 0.07118 -2.39809
C 3.04047 -0.16140 -3.55547
F 4.30169 0.29758 -3.67298
C 2.56112 -0.87059 -4.63219
C 2.84166 0.77344 -1.22195
C 4.07754 1.40157 -1.15262
C 4.48666 1.99805 0.02574
C 3.66095 1.96210 1.12976
C 2.43747 1.35131 0.99756
N 2.01172 0.77379 -0.14236
H -0.48446 -1.57902 -3.44237
H 3.16894 -1.02988 -5.51117
H 4.71644 1.42371 -2.01561
H 5.45335 2.48380 0.07078
H 3.93198 2.40679 2.07620
H 1.76823 1.33511 1.82706
O 0.38296 2.75759 2.67574
C -0.34403 1.83292 2.43008
O -0.39655 1.23785 1.23364
C -1.24062 1.21250 3.46286
C -1.27801 1.84301 4.69999
C -2.07218 1.34633 5.72198
C -2.82932 0.20639 5.50509
C -2.80198 -0.42968 4.27046
C -2.01211 0.06282 3.23666
P -2.16445 -0.64738 1.55737
C -2.92362 -2.27335 1.70871
C -3.97769 -2.68303 0.89680
C -4.41699 -4.00203 0.92697
C -3.80058 -4.92023 1.76114
C -2.73481 -4.52376 2.56308
C -2.29205 -3.21208 2.53090
C -3.49331 0.47502 0.94001
C -3.19934 1.56544 0.12529
C -4.18578 2.42671 -0.32341
C -5.50315 2.21074 0.05683
C -5.81415 1.15000 0.89580
C -4.81642 0.29303 1.33897
H -0.67192 2.72728 4.84048
H -2.10076 1.84719 6.68069
H -3.45373 -0.19076 6.29517
H -3.40906 -1.31243 4.11874
H -4.47402 -1.97760 0.24119
H -5.24421 -4.30495 0.29792
H -4.14871 -5.94451 1.79045
H -2.24664 -5.23947 3.21130
H -1.45604 -2.91996 3.15693
H -2.17154 1.80339 -0.13318
H -3.92554 3.25769 -0.96507
H -6.28285 2.87487 -0.29307
H -6.83603 0.98957 1.21349
H -5.07697 -0.51789 2.00885
O -3.20120 0.59304 -3.14102
C -2.84953 -0.43327 -2.65228
N -1.87158 -0.57532 -1.61695
C -1.66026 -1.89367 -1.41328
O -0.71129 -2.21724 -0.63987
C -2.56289 -2.72859 -2.21688
C -2.71489 -4.09498 -2.30911
C -3.66313 -4.55054 -3.22093
C -4.40499 -3.65889 -3.99646
C -4.22834 -2.27961 -3.89198
C -3.29407 -1.83884 -2.98238
H -2.13071 -4.77672 -1.70516
H -3.82675 -5.61373 -3.33545
H -5.12833 -4.05026 -4.69958
H -4.79169 -1.58465 -4.50080
*
```

For the energy above the lowest of the compared OMol25 structures with the same formula, charge and spin, the calculation gives 155.4 kJ/mol. The calculation puts the electronic energy at -2462.0031 hartree.


The lowest electronic energy belongs to which entry? C34H67N7O12P


Which of these has the highest electronic energy? CH3NO2


Which formula does entry 3 have? C38H24F2HfN2O4P